i | Below is a single C7H13NO3 molecule, with properties calculated with ωB97M-V/def2-TZVPD.

ORCA input file:
```
! wB97M-V def2-TZVPD RIJCOSX def2/J DEFGRID3
* xyz 0 1
C 1.507 0.065 0.008
C 0.451 1.032 0.009
C 0.584 2.462 -0.280
C 0.807 -2.108 1.222
C 0.064 -1.659 -1.113
C -1.949 1.512 0.234
C 1.223 -1.487 -0.149
N 2.838 0.425 -0.119
O 3.123 1.571 0.227
O 3.668 -0.335 -0.609
O -0.832 0.635 0.105
H 1.538 2.805 -0.733
H 0.695 3.203 0.614
H -0.238 2.692 -0.808
H -0.210 -1.655 1.577
H 0.645 -3.258 1.214
H 1.466 -1.805 1.938
H -0.851 -1.527 -0.702
H 0.124 -2.633 -1.411
H 0.201 -1.025 -2.046
H -2.882 1.007 0.170
H -2.170 2.120 -0.722
H -1.790 2.066 1.071
H 2.118 -1.864 -0.398
*
```

Properties
lowest unoccupied orbital energy: 0.03 eV
SMILES: CO/C(C)=C(\C(C)C)[N+](=O)[O-]
M: 159.18 g/mol

Partial charges, natural (NBO), in e: -0.03, 0.45, -0.71, -0.59, -0.59, -0.25, -0.23, 0.49, -0.43, -0.41, -0.50, 0.28, 0.25, 0.21, 0.20, 0.21, 0.21, 0.21, 0.21, 0.20, 0.21, 0.18, 0.19, 0.23



ii | Below is a single C7H13NO3 molecule, with properties calculated with ωB97M-V/def2-TZVPD.

ORCA input file:
```
! wB97M-V def2-TZVPD RIJCOSX def2/J DEFGRID3
* xyz 0 1
C -1.612 -0.476 0.375
C -0.546 -1.617 0.805
C 0.723 -0.915 0.277
C 2.199 -0.623 -0.022
C 1.860 0.841 -0.595
C 0.457 1.235 0.133
C -1.017 0.903 -0.306
H -3.131 -0.486 -0.848
H -2.121 -0.097 1.261
H -0.604 -1.746 1.886
H -0.809 -2.530 0.280
H -0.594 -1.270 -1.285
H 2.594 -1.225 -0.828
H 2.935 -0.611 0.814
H 2.568 1.601 -0.303
H 1.815 0.865 -1.684
H 0.443 2.315 0.393
H 1.404 0.351 1.781
H -1.091 0.776 -1.423
H -1.866 2.619 -0.460
N 0.510 0.331 1.247
O -2.501 -1.160 -0.494
O 0.329 -0.912 -1.161
O -1.944 1.832 0.158
*
```

Properties
lowest unoccupied orbital energy: 0.71 eV
SMILES: O[C@H]1[C@@H]2CC[C@@](O)(C[C@@H]1O)N2
M: 159.19 g/mol

Partial charges, natural (NBO), in e: 0.10, -0.43, 0.40, -0.43, -0.40, -0.09, 0.08, 0.48, 0.20, 0.23, 0.21, 0.50, 0.23, 0.21, 0.20, 0.22, 0.20, 0.36, 0.17, 0.47, -0.66, -0.74, -0.78, -0.72



The winner here is ii, beating the second structure by 114.6 kJ/mol.



i | Below is 2 unconnected molecules or ions with the total composition C2HNO3, with properties calculated with ωB97M-V/def2-TZVPD.

ORCA input file:
```
! wB97M-V def2-TZVPD RIJCOSX def2/J DEFGRID3
* xyz 0 1
C 1.085 -0.184 -0.189
C 0.553 0.210 -1.357
N -1.092 -0.213 0.312
O -1.624 -1.248 0.085
O -1.394 0.781 0.898
O 1.227 1.127 -0.566
H 1.246 -0.474 0.818
*
```

Properties
lowest unoccupied orbital energy (spin up / spin down): -1.10 / -1.35 eV
M: 87.03 g/mol

Partial charges, natural (NBO), in e: 0.03, 0.23, 0.49, -0.29, -0.31, -0.41, 0.26



ii | Below is a molecular structure, C2HNO3, with properties calculated with ωB97M-V/def2-TZVPD.

ORCA input file:
```
! wB97M-V def2-TZVPD RIJCOSX def2/J DEFGRID3
* xyz 0 1
C 0.327 0.448 0.274
C 0.093 -0.904 1.625
N 0.605 -0.111 2.405
O -0.585 -1.861 1.431
O 1.179 0.920 2.567
O 0.829 1.443 0.540
H 0.019 0.019 -0.676
*
```

Properties
lowest unoccupied orbital energy: -1.02 eV
M: 87.03 g/mol

Partial charges, natural (NBO), in e: 0.43, 0.51, 0.04, -0.59, -0.24, -0.35, 0.20



The winner here is ii, beating the second structure by 362.2 kJ/mol.